Record 1
# C33H47AuGeN2OPSeSi

A structure of composition C33H47AuGeN2OPSeSi (ωB97M-V with the def2-TZVPD basis set, OMol25).

**Kohn-Sham gap**: 8.0075 eV
**Energy relative to the best compared isomer or geometry (same formula, charge and spin)**: 32.6 kJ/mol
**LUMO energy**: -2.680 eV
**Maximum force**: 0.6 eV Å⁻¹
**DFT total energy**: -6715.111252 hartree

ORCA input file:
```
! wB97M-V def2-TZVPD RIJCOSX def2/J DEFGRID3
* xyz 1 1
Au 0.15145 -0.26379 0.41411
Se 2.31848 -1.58305 -0.10316
Ge 0.64984 -4.53941 -0.09673
P -2.80868 0.66610 0.79743
Si 1.24549 0.06141 3.52223
O 1.35795 2.36720 0.08243
N -1.29627 0.87207 1.20452
N 0.16685 0.51113 -1.71484
C 0.32249 1.81396 -1.99577
C -4.05167 -3.48422 -0.76347
C -3.67846 4.16704 -1.05091
C -2.77558 -1.46272 -0.99056
C 2.83552 -1.88540 -1.94583
C -5.95631 1.61087 3.22971
C 2.99346 0.23479 2.88019
C -4.21500 -1.76263 0.91057
C -0.96647 -3.96247 0.82578
C -4.10305 0.99679 4.63598
C -5.17047 1.41437 2.10500
C 0.39769 -4.36444 -2.02756
C -4.33031 3.79934 -2.22284
C -3.31610 0.79704 3.51091
C 0.37464 1.34502 -4.34650
C -4.58241 -3.01267 0.42664
C 0.43446 2.25539 -3.30663
C -3.84504 1.00442 2.24165
C 0.51756 1.75973 3.81405
C 0.21052 0.00080 -4.04894
C -3.14404 -2.70682 -1.47360
C -3.30939 -0.97606 0.20454
C 0.23704 -1.01068 2.32537
C 0.11717 -0.36697 -2.72231
C -5.42230 1.40220 4.49490
C -4.13032 1.48159 -1.60650
C 1.10112 -6.37139 0.38995
C 2.21012 -3.44169 0.46268
C 1.22641 -0.91157 5.12304
C -3.24660 3.19310 -0.16787
C -4.55868 2.46068 -2.49665
C -3.45973 1.83839 -0.44063
C 0.36174 2.77264 -0.84274
H 1.23502 -6.45933 1.46822
H 1.29249 -4.64749 -2.58190
H -2.08893 -0.84841 -1.56020
H 3.01794 0.78162 1.93403
H 0.87945 2.14845 4.76945
H -4.34779 -4.45323 -1.14295
H -0.56958 1.74786 3.83152
H 3.60436 0.79069 3.59524
H -0.89554 -4.15420 1.89652
H 1.75870 -1.86004 5.02238
H -4.33814 0.44263 -1.82244
H 3.47254 -0.73378 2.72143
H -5.28921 -3.61473 0.98198
H -0.02328 -1.40365 -2.43945
H 2.89280 -0.91533 -2.43292
H 2.13637 -2.53352 -2.46452
H -5.58843 1.58610 1.12018
H 2.30534 -3.42458 1.54883
H 0.97817 2.46378 0.96487
H -4.63930 -1.40245 1.83849
H 0.11954 -3.34155 -2.29159
H 2.01913 -6.69736 -0.09897
H -2.73769 -3.06691 -2.41075
H 0.82561 2.47619 3.04967
H -2.74227 3.47939 0.74946
H -1.16699 -2.90080 0.67136
H -4.67003 4.55951 -2.91410
H -0.41534 -5.01843 -2.34359
H -6.03592 1.56052 5.37203
H -3.51567 5.21284 -0.82491
H -0.61599 2.75217 -0.37009
H 0.69850 -1.99550 2.21885
H -2.28263 0.49167 3.60351
H -3.68597 0.83991 5.62218
H 0.29828 -7.04560 0.09162
H 0.55474 3.78337 -1.21034
H -6.98362 1.93217 3.12037
H 0.15598 -0.75078 -4.82353
H 3.82517 -2.33362 -1.91160
H 1.70666 -0.34669 5.92500
H 3.13588 -3.87490 0.07902
H -0.78641 -1.15898 2.66595
H -1.81656 -4.52453 0.43408
H -5.08182 2.17311 -3.39931
H 0.46365 1.67631 -5.37251
H 0.57445 3.31056 -3.49604
H 0.20510 -1.13317 5.44056
*
```

---

Record 2
# C33H47BBr2NO8PS

A cluster of 2 separate species, C33H47BBr2NO8PS in total in a non-equilibrium geometry (ωB97M-V with the def2-TZVPD basis set, OMol25).

**Kohn-Sham gap**: 7.7721 eV
**LUMO energy**: -0.694 eV
**Maximum force**: 2.9 eV Å⁻¹
**DFT total energy**: -7854.750830 hartree

ORCA input file:
```
! wB97M-V def2-TZVPD RIJCOSX def2/J DEFGRID3
* xyz 0 1
Br 2.71034 -5.26196 -0.67467
Br -0.13265 -5.45133 1.88960
S -4.62942 -2.15010 1.63122
P 0.65378 5.78767 -2.37753
O -4.24707 -2.14568 0.19190
O -0.95240 3.31817 4.86631
O 0.61127 0.66084 -4.79054
O 4.41284 0.01676 -2.09452
O -1.76669 1.47879 3.80211
O 5.68921 2.39788 -1.17573
O 3.35078 -2.07170 -0.34604
O 4.48115 2.92781 0.83662
N -0.29049 5.95356 -1.11970
C 1.41960 4.12841 -2.36568
C -1.23226 -1.43083 -3.67327
C -0.85142 2.15407 4.55144
C -0.35139 -5.75048 -0.94002
C 4.50882 1.73316 2.92792
C 3.50429 -2.01735 2.11629
C -3.40726 2.14542 0.40791
C 0.90435 3.06251 -3.06416
C 1.54552 1.85529 -2.93087
C -3.29766 1.76045 1.90286
C -4.02107 -3.68649 2.33188
C 0.13369 -2.63497 -1.94678
C 3.21683 2.78962 -1.44007
C -0.00111 -1.55283 -2.80053
C 1.00291 0.63174 -3.63928
C 2.54863 4.00006 -1.58754
C 2.26587 -1.88524 -1.15559
C 3.29894 -1.22492 0.83029
C -1.89953 2.00402 2.46157
C 0.38236 1.36910 5.00867
C 1.02308 -0.62532 -2.79707
C -3.10790 0.12318 -2.93044
C 2.67166 1.70483 -2.13639
C 1.21684 -2.81178 -1.12411
C -0.05088 -4.64307 0.09045
C -6.37429 -2.57425 1.72040
C 2.14851 -0.79888 -1.99649
C -2.56355 0.95912 -1.73065
C 5.29227 2.04135 1.62767
C 3.23270 0.28195 -2.06241
C 1.32807 -3.98745 -0.16255
C -3.54794 0.91696 -0.54764
C -2.54947 -1.32471 -2.80964
B 4.52052 2.71195 -0.51977
H -2.82374 0.62474 -3.86283
H -3.96882 2.42681 2.46456
H 6.44219 2.83325 -0.75640
H 1.26058 1.64020 4.41521
H -6.56097 -3.48782 1.15532
H -0.15619 5.96240 -3.52655
H -1.59771 0.52842 -1.41834
H 0.02371 3.17601 -3.69228
H 4.30790 0.66235 3.01195
H -4.32249 2.73561 0.29507
H -4.38054 -3.79145 3.35579
H 2.81771 -2.86576 2.20496
H 5.58180 1.12365 1.10630
H -1.15221 1.48631 1.83487
H -3.23800 -2.09925 -3.15552
H 0.56302 1.51825 6.07537
H 4.11854 -0.50041 0.72530
H -1.29359 -2.35763 -4.26541
H -2.24409 -1.47844 -1.76875
H -1.18446 -0.61992 -4.39585
H -2.54666 2.76795 0.12562
H -1.65834 3.07431 2.48676
H -0.68389 -3.35214 -1.93584
H -0.84388 -3.89210 0.08004
H -4.20349 0.05530 -2.92233
H 1.66730 6.77080 -2.27482
H -3.48404 -0.00496 0.03982
H 1.62132 -3.56622 0.80118
H -6.66192 -2.70834 2.76335
H -1.42194 -5.98844 -0.94887
H -6.94591 -1.75488 1.28876
H -0.30404 5.10806 -0.56010
H -0.01695 -5.38978 -1.91849
H 6.22085 2.56286 1.90336
H -3.61438 0.73666 2.13657
H 5.02606 2.09510 3.82080
H -2.93360 -3.65073 2.33181
H 3.30325 -1.34670 2.96305
H 4.53234 -2.37449 2.23931
H 3.55365 2.26807 2.87652
H 2.35150 -0.66963 0.81289
H 0.16446 -6.67191 -0.65998
H -4.35772 -4.52872 1.72651
H -4.55784 0.94025 -0.97897
H 0.20332 0.29707 4.84797
H 2.94801 4.84229 -1.02112
H -2.35043 1.97763 -2.08203
*
```

---

Record 3
# C33H47Br42F5O5S

A structure of composition C33H47Br42F5O5S in a non-equilibrium geometry (ωB97M-V with the def2-TZVPD basis set, OMol25).

**Kohn-Sham gap**: 9.0413 eV
**LUMO energy**: -0.359 eV
**Maximum force**: 2.8 eV Å⁻¹
**DFT total energy**: -110667.764262 hartree

ORCA input file:
```
! wB97M-V def2-TZVPD RIJCOSX def2/J DEFGRID3
* xyz 0 1
Br 7.34682 10.16266 -0.65775
Br 3.18317 8.66583 -4.71851
Br -6.91578 7.26784 4.27479
Br 0.78879 1.97301 -4.81701
Br -9.26863 -5.81204 5.55597
Br 1.28891 -11.59536 -0.92759
Br -7.69424 1.24658 2.58688
Br 5.19837 9.29384 1.52869
Br -11.10367 0.93994 0.94946
Br 1.55955 -15.59184 -1.22225
Br -5.48414 2.52660 4.50412
Br -4.93064 2.15064 1.38189
Br -7.40345 -4.23892 3.50707
Br 6.39582 -9.24096 2.92288
Br 7.04736 6.50674 -0.63787
Br 4.28609 9.97735 -1.44154
Br 0.95873 8.20281 -0.62113
Br 3.29889 -10.76622 1.39225
Br 3.45058 -7.35920 -3.07377
Br -11.79259 -2.11863 1.48081
Br -6.59303 -4.42547 6.58670
Br 5.70374 6.71069 -4.90123
Br -2.34620 2.24437 -4.39971
Br 4.11306 5.40769 -0.12033
Br 4.33339 -6.96166 3.74082
Br -1.06996 -4.79930 2.16534
Br -8.98465 5.81781 2.33190
Br 0.38079 -7.94829 -2.44067
Br 6.02461 9.80504 -5.59077
Br -1.60257 -15.82548 -0.90867
Br 0.13103 -14.51430 1.41757
Br -0.49770 4.85610 -4.54891
Br -3.07341 -2.39022 3.05571
Br 0.27644 -9.76800 1.47499
Br 5.51541 -7.06794 0.74527
Br 2.10898 -6.16176 -0.44760
Br 6.08707 3.83087 -2.08732
Br -3.49292 -5.37690 4.04867
Br -6.08036 6.59082 1.27542
Br -0.52574 10.77939 -1.75441
Br -9.25671 -1.33140 -0.29660
Br -0.41225 10.25665 1.38883
S -0.79623 2.55000 2.48257
F -2.55907 -1.61320 -2.80366
F -3.92259 -2.84099 -0.61868
F -4.58081 -2.27110 -2.99191
F -4.18076 -0.16954 -2.82107
F -5.19021 -1.08637 -0.52859
O -0.50813 4.07866 2.80808
O -1.97038 2.20515 3.22333
O 0.29345 1.67591 2.79745
O 3.64869 -2.19314 1.62035
O -1.66246 3.78705 -1.15605
C -11.04210 -0.84906 0.24721
C -1.27606 2.41848 0.73625
C -7.46499 -5.30155 5.11071
C 1.82538 2.49079 -0.33730
C -0.76337 3.04778 -5.14836
C 4.19110 0.08756 -2.20304
C 4.84690 8.28469 -5.61105
C 5.30033 -0.92514 -1.98038
C -2.90340 -0.83815 -0.02035
C -2.86464 -4.26811 2.60513
C 2.73298 1.86207 -1.39290
C -3.79525 -1.36686 -2.40315
C 2.12724 -7.62285 -1.70112
C 1.47134 -11.17859 0.93876
C 0.58284 2.98618 -1.07109
C -3.96437 -1.50257 -0.87902
C 3.23673 -3.01107 0.55000
C -1.18050 0.91721 0.38301
C 5.56355 5.54525 -1.38515
C 5.54201 10.36725 -0.03266
C 5.07317 -1.90967 -0.84857
C 0.41154 4.60695 1.83037
C -0.23884 4.76978 0.47909
C 4.99244 -8.07194 2.31506
C 0.09210 -15.82169 -0.00001
C -2.26772 0.44193 -0.60109
C -7.13195 6.05395 2.79698
C 3.60459 0.70749 -0.93910
C -5.81220 1.45316 2.94206
C 0.49011 10.04081 -0.29630
C 2.70241 -1.20937 2.00507
C -0.61374 3.44884 -0.22742
C 3.69430 -2.54406 -0.83301
H 1.29734 3.97811 1.82139
H 2.07354 1.41158 -2.13679
H 3.33635 2.59859 -1.91752
H -3.49082 -4.45299 1.74400
H 2.93901 0.03325 -0.41372
H 1.86765 -1.13421 1.31371
H -2.12613 -1.56575 0.19312
H -1.18730 5.28717 0.63131
H 1.56457 1.81223 0.46945
H 5.78100 -2.72196 -1.00738
H 0.89403 3.85978 -1.64458
H 5.19764 6.13119 -2.21528
H 3.37833 -0.39930 -2.74050
H -0.90797 3.09180 -6.21725
H 2.41066 -8.51057 -1.15167
H -6.75842 5.09105 3.11808
H 0.73465 5.57682 2.19305
H -2.33365 2.69630 0.73083
H 3.73564 -3.43995 -1.44595
H 3.19021 -0.23775 2.04955
H 1.41597 10.59537 -0.23846
H 2.36432 -1.42110 3.01594
H 1.19749 -12.06143 1.49291
H -5.39982 0.47320 3.13573
H -3.04107 1.19268 -0.72425
H -0.20419 0.58033 0.05777
H -1.37297 0.39561 1.32007
H 0.21073 -16.79002 0.46218
H 5.36287 -1.45628 0.09251
H -1.75553 0.28781 -1.54292
H 4.36497 1.02036 -0.22335
H -3.37454 -0.60743 0.92338
H 5.40799 11.39910 0.25510
H 2.15006 -3.11752 0.56385
H 4.56456 0.91096 -2.80960
H -11.65922 -0.86310 -0.63836
H 2.90923 -1.92209 -1.25550
H 6.20958 -0.36757 -1.75354
H 0.36679 5.39012 -0.17578
H 2.33590 3.36959 0.04231
H 0.24380 2.26441 -1.82057
H -1.56502 4.72161 -1.35489
H 4.61160 8.07477 -6.64364
H 3.62685 -4.00226 0.73204
H -6.91782 -6.21112 4.91174
H 4.16658 -8.69214 1.98750
H 5.50222 -1.42057 -2.92878
*
```